[1]
The following is a quantum chemistry calculation of a cluster of 2 separate species, C2H8N4O in total in a non-equilibrium geometry, from the OMol25 dataset.

Summary:
structure (SMILES): C=[NH+][O-].N=C(N)N
energy relative to the best compared isomer or geometry (same formula, charge and spin): 129.2 kcal per mole
spin multiplicity: 1

CARTESIAN COORDINATES (ANGSTROEM)
C1 1.595 0.021 -0.103
C2 -3.399 -0.638 0.344
N1 2.856 -0.231 0.046
N2 1.102 1.250 0.004
N3 -1.906 0.044 -0.112
N4 0.713 -0.953 -0.239
O1 -1.846 1.291 0.182
H1 -3.965 0.198 0.685
H2 -3.777 -1.541 -0.112
H3 3.429 0.572 0.037
H4 3.263 -1.078 -0.298
H5 1.546 2.160 0.013
H6 0.087 1.206 -0.141
H7 -0.890 -0.482 -0.122
H8 1.194 -1.820 -0.185

=====

[2]
The following is a quantum chemistry calculation of an isolated molecule of C12H14S in a non-equilibrium geometry, from the OMol25 dataset.

Summary:
energy relative to the best compared isomer or geometry (same formula, charge and spin): 0.0 kcal per mole
spin multiplicity: 3
<S²>: 2.01

CARTESIAN COORDINATES (ANGSTROEM)
C1 -2.999 -0.477 -1.205
C2 -3.467 -0.313 0.136
C3 3.129 -1.164 -0.231
C4 3.441 0.303 -0.218
C5 -1.723 -0.787 -1.176
C6 -2.422 -0.274 0.986
C7 1.809 -1.151 -0.512
C8 2.357 1.106 -0.419
C9 -1.179 -0.539 0.200
C10 1.193 0.189 -0.686
C11 0.573 0.631 1.684
C12 -0.035 0.511 0.262
S1 -0.602 2.179 -0.274
H1 -3.643 -0.330 -2.105
H2 -4.565 -0.051 0.299
H3 3.820 -2.006 -0.170
H4 4.314 0.827 -0.196
H5 -1.142 -0.803 -2.086
H6 -2.478 -0.273 2.068
H7 1.161 -2.027 -0.480
H8 2.219 2.142 -0.478
H9 -0.811 -1.539 0.742
H10 0.832 0.281 -1.649
H11 0.895 1.659 1.717
H12 -0.128 0.407 2.442
H13 1.321 -0.155 1.594
H14 -1.871 1.655 -0.243

=====

[3]
The following is a quantum chemistry calculation of a structure of composition C22H32I2N2OPPt in a non-equilibrium geometry, from the OMol25 dataset.

Summary:
E_tot: -57070.281 eV
charge: +3
spin multiplicity: 1

CARTESIAN COORDINATES (ANGSTROEM)
Pt1 0.524 -0.149 0.167
I1 5.213 4.282 -3.952
C1 3.688 3.585 -2.901
C2 2.381 4.045 -3.186
C3 1.333 3.535 -2.482
I2 -0.558 4.135 -2.839
C4 1.583 2.461 -1.419
O1 0.651 1.942 -0.845
C5 2.997 2.084 -1.088
C6 3.327 1.235 0.121
N1 2.738 -0.125 0.091
C7 3.168 -0.961 1.245
C8 2.323 -0.701 2.454
C9 2.796 -0.869 3.736
C10 1.939 -0.652 4.805
C11 0.637 -0.248 4.557
C12 0.223 -0.097 3.251
N2 1.049 -0.332 2.215
C13 3.972 2.622 -1.823
H1 2.222 4.792 -3.954
H2 2.977 1.731 1.029
H3 4.415 1.175 0.185
H4 3.058 -0.597 -0.749
H5 4.225 -0.810 1.470
H6 3.045 -2.005 0.953
H7 3.823 -1.173 3.898
H8 2.289 -0.788 5.820
H9 -0.057 -0.056 5.363
H10 -0.775 0.214 3.010
H11 5.009 2.377 -1.618
C14 -3.001 0.083 1.864
C15 -3.034 0.182 0.342
C16 -3.093 1.640 -0.123
P1 -1.634 -0.695 -0.429
C17 -1.837 -2.517 -0.196
C18 -3.295 -2.925 0.043
C19 -0.919 -3.080 0.898
C20 -1.666 -0.334 -2.216
C21 -2.929 -0.904 -2.871
C22 -0.387 -0.858 -2.888
H12 -3.981 0.343 2.265
H13 -2.290 0.802 2.264
H14 -2.754 -0.912 2.235
H15 -3.905 -0.355 -0.039
H16 -2.149 2.157 0.075
H17 -3.874 2.163 0.431
H18 -3.335 1.732 -1.183
H19 -1.508 -2.941 -1.149
H20 -3.661 -2.587 1.012
H21 -3.350 -4.015 0.037
H22 -3.972 -2.566 -0.731
H23 -1.223 -2.748 1.893
H24 0.126 -2.799 0.749
H25 -0.963 -4.171 0.883
H26 -1.677 0.757 -2.283
H27 -2.935 -1.994 -2.843
H28 -2.944 -0.607 -3.922
H29 -3.847 -0.533 -2.415
H30 -0.372 -1.949 -2.930
H31 0.526 -0.529 -2.368
H32 -0.329 -0.494 -3.916

=====

[4]
The following is a quantum chemistry calculation of a structure of composition C54H43N4P3SSe2SnTe, from the OMol25 dataset.

Summary:
charge: +2
energy relative to the best compared isomer or geometry (same formula, charge and spin): 0.0 kcal per mole
spin multiplicity: 1

CARTESIAN COORDINATES (ANGSTROEM)
Sn1 1.435 0.744 -0.548
N1 5.802 2.056 -0.134
C1 6.689 0.962 0.056
C2 7.975 1.200 0.506
C3 8.845 0.137 0.714
C4 8.417 -1.161 0.490
C5 7.119 -1.396 0.056
C6 6.260 -0.336 -0.175
S1 4.647 -0.655 -0.824
N2 3.850 0.805 -0.462
C7 4.462 1.911 -0.240
C8 3.597 3.123 -0.100
C9 4.109 4.407 -0.021
C10 3.238 5.482 0.116
C11 1.879 5.240 0.174
C12 1.440 3.931 0.070
N3 2.271 2.900 -0.071
H1 6.170 2.958 0.111
H2 8.303 2.216 0.690
H3 9.852 0.329 1.054
H4 9.089 -1.992 0.650
H5 6.781 -2.410 -0.121
H6 5.170 4.601 -0.080
H7 3.626 6.490 0.175
H8 1.161 6.039 0.289
H9 0.381 3.699 0.100
Se1 0.868 0.561 2.045
P1 1.011 -1.639 2.071
Se2 0.628 -2.575 0.136
C13 2.681 -2.105 2.584
C14 3.408 -3.110 1.953
C15 4.664 -3.453 2.433
C16 5.194 -2.795 3.532
C17 4.468 -1.793 4.161
C18 3.214 -1.448 3.693
C19 -0.132 -2.262 3.319
C20 -0.313 -3.645 3.386
C21 -1.139 -4.186 4.354
C22 -1.790 -3.353 5.256
C23 -1.609 -1.979 5.191
C24 -0.778 -1.429 4.226
H10 3.008 -3.627 1.093
H11 5.224 -4.242 1.948
H12 6.171 -3.069 3.906
H13 4.879 -1.283 5.022
H14 2.653 -0.663 4.185
H15 0.181 -4.296 2.675
H16 -1.276 -5.258 4.405
H17 -2.436 -3.776 6.012
H18 -2.115 -1.330 5.893
H19 -0.647 -0.355 4.186
Te1 -3.481 0.102 1.344
C25 -5.127 0.184 0.015
C26 -5.677 -0.971 -0.525
C27 -6.692 -0.840 -1.466
N4 -7.175 0.329 -1.869
C28 -6.673 1.425 -1.315
C29 -5.653 1.410 -0.371
C30 -2.061 0.063 -0.248
P2 -1.293 1.634 -0.772
C31 -1.705 1.907 -2.514
C32 -0.711 2.321 -3.391
C33 -1.015 2.595 -4.719
C34 -2.319 2.467 -5.168
C35 -3.321 2.053 -4.297
C36 -3.014 1.767 -2.979
C37 -2.110 2.984 0.121
C38 -1.768 3.171 1.464
C39 -2.304 4.222 2.187
C40 -3.181 5.109 1.574
C41 -3.508 4.944 0.238
C42 -2.972 3.890 -0.492
P3 -1.492 -1.430 -0.757
C43 -1.014 -1.452 -2.497
C44 -2.067 -1.202 -3.381
C45 -1.847 -1.212 -4.747
C46 -0.576 -1.462 -5.243
C47 0.474 -1.709 -4.371
C48 0.257 -1.711 -3.002
C49 -2.497 -2.879 -0.408
C50 -2.706 -3.309 0.902
C51 -3.500 -4.414 1.144
C52 -4.075 -5.108 0.086
C53 -3.832 -4.709 -1.218
C54 -3.036 -3.599 -1.471
H20 -5.336 -1.954 -0.229
H21 -7.138 -1.723 -1.913
H22 -7.103 2.367 -1.639
H23 -5.281 2.338 0.045
H24 0.313 2.433 -3.047
H25 -0.235 2.913 -5.397
H26 -2.559 2.687 -6.200
H27 -4.340 1.951 -4.648
H28 -3.792 1.428 -2.305
H29 -1.097 2.475 1.952
H30 -2.043 4.348 3.229
H31 -3.601 5.931 2.137
H32 -4.181 5.640 -0.245
H33 -3.225 3.787 -1.536
H34 -3.059 -1.001 -2.999
H35 -2.670 -1.021 -5.422
H36 -0.404 -1.467 -6.311
H37 1.466 -1.905 -4.755
H38 1.091 -1.902 -2.339
H39 -2.254 -2.789 1.733
H40 -3.666 -4.738 2.163
H41 -4.698 -5.972 0.280
H42 -4.254 -5.261 -2.047
H43 -2.848 -3.311 -2.495

=====

[5]
The following is a quantum chemistry calculation of an isolated molecule of C15H26N2O3S, from the OMol25 dataset.

Summary:
structure (SMILES): COC(=O)[C@H](CCSC)NC(=O)NCCC1=CCCCC1
energy relative to the best compared isomer or geometry (same formula, charge and spin): 0.1 kcal per mole
spin multiplicity: 1

CARTESIAN COORDINATES (ANGSTROEM)
C1 -6.115 -1.217 0.615
H1 -6.776 -0.848 1.395
H2 -6.074 -2.307 0.629
H3 -6.459 -0.889 -0.367
O1 -4.830 -0.672 0.894
C2 -3.854 -1.003 0.056
O2 -3.992 -1.723 -0.901
C3 -2.536 -0.338 0.422
N1 -1.477 -0.925 -0.366
C4 -0.431 -1.557 0.282
O3 -0.187 -1.373 1.455
N2 0.305 -2.361 -0.531
H4 0.076 -2.416 -1.510
C5 1.541 -2.972 -0.106
H5 1.598 -2.835 0.975
H6 1.499 -4.043 -0.333
C6 2.780 -2.354 -0.777
C7 3.091 -0.983 -0.239
C8 3.897 -0.820 0.801
C9 4.240 0.503 1.411
C10 3.859 1.658 0.491
C11 2.453 1.428 -0.048
C12 2.436 0.182 -0.928
H7 2.967 0.382 -1.867
H8 1.406 -0.078 -1.188
H9 1.772 1.282 0.793
H10 2.118 2.298 -0.617
H11 4.562 1.710 -0.343
H12 3.909 2.603 1.035
H13 3.704 0.596 2.362
H14 5.309 0.535 1.640
H15 4.341 -1.685 1.277
H16 2.616 -2.308 -1.857
H17 3.623 -3.021 -0.589
H18 -1.810 -1.333 -1.231
H19 -2.310 -0.512 1.481
C13 -2.644 1.177 0.171
C14 -1.379 1.878 0.639
H20 -1.273 1.797 1.719
H21 -0.498 1.450 0.164
S1 -1.396 3.661 0.277
C15 -1.000 3.623 -1.495
H22 -1.819 3.181 -2.054
H23 -0.083 3.060 -1.646
H24 -0.859 4.653 -1.805
H25 -2.793 1.344 -0.898
H26 -3.507 1.571 0.709

=====

[6]
The following is a quantum chemistry calculation of a structure of composition C14H19B3Br33IO3 in a non-equilibrium geometry, from the OMol25 dataset.

Summary:
E_tot: -2342504.572 eV
spin multiplicity: 1

CARTESIAN COORDINATES (ANGSTROEM)
C1 -4.507 -1.381 1.323
C2 -4.198 -1.185 -0.137
I1 -5.841 -1.920 -1.300
C3 -2.864 -1.778 -0.629
B1 -2.300 -2.927 0.258
O1 -2.210 -4.213 -0.214
B2 -2.769 -5.131 0.622
O2 -2.702 -4.885 1.962
B3 -1.885 -3.852 2.321
O3 -1.881 -2.736 1.550
H1 -3.719 -0.935 1.920
H2 -5.425 -0.865 1.577
H3 -4.646 -2.424 1.585
H4 -4.180 -0.122 -0.324
H5 -2.997 -2.184 -1.621
H6 -2.143 -0.970 -0.711
H7 -3.310 -6.096 0.194
H8 -1.166 -3.971 3.256
C4 -6.735 1.852 -0.180
Br1 -6.258 2.255 1.637
Br2 -8.339 2.759 -0.703
Br3 -5.282 2.226 -1.383
H9 -6.923 0.789 -0.238
C5 1.214 -1.850 -2.341
Br4 0.729 -2.316 -0.541
Br5 0.204 -0.336 -2.948
Br6 3.102 -1.561 -2.537
H10 0.942 -2.686 -2.968
C6 6.812 -1.975 -0.935
Br7 6.477 -1.724 -2.812
Br8 8.002 -3.449 -0.635
Br9 7.445 -0.358 -0.131
H11 5.867 -2.224 -0.474
C7 -1.138 3.730 -3.118
Br10 -2.304 5.008 -2.288
Br11 -2.137 2.347 -4.003
Br12 0.106 4.570 -4.309
H12 -0.561 3.259 -2.336
C8 7.969 0.102 4.018
Br13 8.107 1.837 3.204
Br14 6.248 -0.677 3.697
Br15 9.383 -1.064 3.447
H13 8.068 0.235 5.085
C9 2.889 1.782 -0.662
Br16 3.901 3.271 -1.320
Br17 3.729 0.992 0.871
Br18 1.066 2.281 -0.303
H14 2.867 1.036 -1.443
C10 5.741 -5.108 -4.045
Br19 4.946 -4.367 -5.627
Br20 4.432 -5.379 -2.669
Br21 6.716 -6.717 -4.420
H15 6.445 -4.380 -3.671
C11 -8.652 7.006 -0.953
Br22 -8.527 8.911 -0.761
Br23 -10.096 6.503 -2.115
Br24 -6.994 6.239 -1.534
H16 -8.870 6.597 0.021
C12 3.670 -3.246 5.892
Br25 5.301 -3.998 5.221
Br26 2.453 -2.838 4.465
Br27 2.860 -4.357 7.229
H17 3.920 -2.299 6.351
C13 3.661 1.465 6.690
Br28 3.353 1.492 4.797
Br29 4.747 -0.040 7.216
Br30 4.423 3.110 7.311
H18 2.704 1.346 7.172
C14 -3.746 5.508 -6.253
Br31 -4.911 6.786 -5.427
Br32 -4.739 4.126 -7.141
Br33 -2.503 6.356 -7.446
H19 -3.171 5.039 -5.467

=====

[7]
The following is a quantum chemistry calculation of a cluster of 2 separate species, C3H4S in total in a non-equilibrium geometry, from the OMol25 dataset.

Summary:
structure (SMILES): C1=CC=1.S
energy relative to the best compared isomer or geometry (same formula, charge and spin): 80.8 kcal per mole
spin multiplicity: 1

CARTESIAN COORDINATES (ANGSTROEM)
C1 -1.546 -0.822 -0.344
C2 -1.128 0.405 0.077
C3 -2.244 -0.130 0.716
S1 2.478 0.129 -0.032
H1 -1.452 -1.573 -0.976
H2 -0.261 1.038 -0.053
H3 2.989 -1.037 -0.294
H4 1.388 -0.266 0.549

=====

[8]
The following is a quantum chemistry calculation of a cluster of 2 separate species, C11H27BrN5O4P in total in a non-equilibrium geometry, from the OMol25 dataset.

Summary:
structure (SMILES): CN(C)C(=O)CN(Br)C(=O)O.CN(C)P(=O)(N(C)C)N(C)C
E_tot: -106807.385 eV
spin multiplicity: 1

CARTESIAN COORDINATES (ANGSTROEM)
C1 1.907 -2.433 0.133
N1 0.586 -2.503 0.893
C2 -0.604 -2.604 -0.034
C3 0.629 -3.654 1.900
O1 0.672 -3.287 3.211
C4 0.680 -5.263 1.447
N2 1.757 -6.015 2.195
Br1 1.230 -6.534 3.916
C5 2.357 -7.147 1.391
O2 3.570 -7.604 1.793
O3 1.755 -7.825 0.235
H1 2.837 -2.720 0.811
H2 2.000 -1.343 -0.285
H3 1.849 -3.228 -0.724
H4 -0.291 -2.145 -1.079
H5 -0.977 -3.704 -0.238
H6 -1.491 -1.988 0.452
H7 0.943 -5.231 0.283
H8 -0.399 -5.714 1.543
H9 1.044 -8.480 0.497
O4 -1.882 1.256 -0.206
P1 -1.450 2.595 -0.853
N3 0.181 2.090 -0.993
C6 0.920 1.582 0.158
C7 0.367 1.150 -2.108
N4 -1.752 3.545 0.521
C8 -0.752 4.058 1.439
C9 -2.965 3.227 1.275
N5 -0.954 4.134 -1.597
C10 -1.794 4.430 -2.758
C11 0.414 4.563 -1.870
H10 1.947 1.315 -0.128
H11 0.455 0.697 0.603
H12 1.041 2.341 0.926
H13 -0.077 1.553 -3.024
H14 -0.103 0.183 -1.902
H15 1.430 0.985 -2.319
H16 -0.433 3.296 2.159
H17 -1.152 4.904 2.011
H18 0.126 4.449 0.927
H19 -2.804 2.381 1.952
H20 -3.786 2.971 0.598
H21 -3.308 4.083 1.868
H22 -1.543 3.777 -3.600
H23 -1.693 5.474 -3.075
H24 -2.850 4.274 -2.512
H25 0.857 4.019 -2.711
H26 1.071 4.457 -1.002
H27 0.433 5.631 -2.119

=====

[9]
The following is a quantum chemistry calculation of a cluster of 3 separate species, C11H19F3N2O5P in total in a non-equilibrium geometry, from the OMol25 dataset.

Summary:
charge: -1
energy relative to the best compared isomer or geometry (same formula, charge and spin): 0.0 kcal per mole
spin multiplicity: 1

CARTESIAN COORDINATES (ANGSTROEM)
O1 0.848 0.843 -1.677
C1 0.445 0.875 -0.490
O2 0.896 1.624 0.400
P1 -0.973 -0.300 -0.090
O3 -2.060 0.593 0.838
C2 -0.397 -1.617 1.076
C3 1.149 -1.726 1.197
C4 1.657 -3.063 0.713
F1 1.430 -4.260 1.397
C5 2.353 -3.112 -0.442
F2 3.635 -2.989 -0.621
F3 1.800 -3.269 -1.625
H1 -2.677 1.001 0.228
H2 -0.797 -2.564 0.712
H3 -0.833 -1.445 2.068
H4 1.395 -1.710 2.268
H5 1.699 -0.929 0.690
C6 -4.864 3.193 4.444
C7 -4.031 2.221 3.637
O4 -4.538 1.314 2.998
N1 -2.685 2.390 3.644
C8 -1.910 3.399 4.335
H6 -5.912 2.928 4.338
H7 -4.596 3.139 5.501
H8 -4.723 4.211 4.078
H9 -2.190 1.708 3.080
H10 -1.338 3.972 3.603
H11 -1.210 2.909 5.014
H12 -2.545 4.073 4.902
C9 1.067 -0.867 -4.735
C10 2.257 -0.693 -5.647
O5 2.156 -0.237 -6.777
N2 3.478 -1.063 -5.170
C11 3.800 -1.621 -3.872
H13 0.175 -0.530 -5.255
H14 0.940 -1.919 -4.472
H15 1.183 -0.270 -3.826
H16 4.226 -0.916 -5.828
H17 4.508 -0.962 -3.366
H18 4.269 -2.598 -4.012
H19 2.914 -1.732 -3.259

=====

[10]
The following is a quantum chemistry calculation of an isolated molecule of C19H27N3O5S in a non-equilibrium geometry, from the OMol25 dataset.

Summary:
structure (SMILES): CCOC(=O)N1CCN(C(=O)[C@@H]2CCCN(S(=O)(=O)c3ccccc3)C2)CC1
energy relative to the best compared isomer or geometry (same formula, charge and spin): 14.1 kcal per mole
spin multiplicity: 1

CARTESIAN COORDINATES (ANGSTROEM)
C1 -5.408 -5.789 1.188
C2 -3.909 -5.560 1.142
H1 -3.468 -5.982 0.232
H2 -3.409 -6.017 2.003
O1 -3.673 -4.152 1.163
C3 -2.378 -3.787 1.077
O2 -1.462 -4.569 0.971
N1 -2.215 -2.443 1.156
C4 -0.906 -1.870 0.938
H3 -0.187 -2.689 0.887
H4 -0.659 -1.213 1.779
C5 -0.909 -1.062 -0.368
N2 -1.955 -0.067 -0.310
C6 -1.827 1.275 -0.167
O3 -2.803 1.989 -0.037
C7 -0.419 1.862 -0.224
H5 0.280 1.251 0.356
C8 0.046 1.940 -1.690
N3 1.320 2.594 -1.818
S1 2.695 1.668 -1.867
O4 3.743 2.508 -2.361
O5 2.351 0.468 -2.574
C9 3.122 1.202 -0.181
C10 2.741 -0.038 0.291
C11 3.040 -0.391 1.598
C12 3.727 0.497 2.410
C13 4.134 1.727 1.917
C14 3.831 2.083 0.612
H6 4.155 3.023 0.193
H7 4.689 2.407 2.546
H8 3.961 0.223 3.428
H9 2.746 -1.359 1.976
H10 2.246 -0.721 -0.381
C15 1.393 3.914 -1.240
C16 0.946 3.924 0.223
C17 -0.432 3.281 0.354
H11 -0.736 3.248 1.401
H12 -1.176 3.869 -0.186
H13 0.913 4.953 0.582
H14 1.664 3.373 0.835
H15 2.424 4.250 -1.355
H16 0.744 4.574 -1.826
H17 0.155 0.955 -2.144
H18 -0.693 2.510 -2.263
C18 -3.266 -0.668 -0.146
H19 -4.003 0.134 -0.114
C19 -3.295 -1.481 1.154
H20 -4.243 -2.005 1.258
H21 -3.160 -0.802 2.004
H22 -3.468 -1.322 -1.000
H23 0.063 -0.610 -0.538
H24 -1.124 -1.738 -1.203
H25 -5.886 -5.324 0.330
H26 -5.825 -5.358 2.094
H27 -5.614 -6.855 1.175